ORCA calculation (ωB97M-V with the def2-TZVPD basis set) on a structure of composition C42H105BF4N7Na3O18P.

Geometry as XYZ:
```
181
Properties=species:S:1:pos:R:3:forces:R:3:mulliken_charge:R:1
Na -4.30272 1.36466 -2.48341 -0.3770 0.8205 0.8710 0.80
Na -4.57014 1.21876 3.30359 -0.1465 0.7588 -0.7809 0.77
Na -1.25584 4.94271 0.95498 -1.2522 -0.1188 -0.2395 0.78
B -0.71592 -0.01301 0.64951 -0.5746 0.3354 0.0767 0.62
F -2.01145 -0.33822 0.21989 -0.6918 -0.7628 0.0176 -0.41
F -0.82794 0.82733 1.75611 -0.1228 0.0607 1.4820 -0.41
F 0.08070 -1.12230 0.87209 0.0354 -0.7257 0.4811 -0.39
F -0.15394 0.74892 -0.31551 1.2380 1.1796 -2.0622 -0.40
P -5.41399 4.57155 0.42781 -1.0006 1.2557 -0.5076 0.64
O -4.70032 4.70466 1.78481 1.6729 0.9401 1.4256 -0.80
O -5.90458 3.14017 0.45798 -1.1174 -3.9613 -0.2259 -0.72
O -4.43437 4.71111 -0.77252 1.7918 0.0804 -0.9985 -0.78
O -6.60959 5.52418 0.17586 0.7035 -0.0202 0.4686 -0.84
C 0.47018 5.67216 -6.26253 -0.0358 -0.3339 0.5632 -0.69
O 0.94938 5.95596 -7.55135 0.2717 -0.2791 0.8812 -0.33
C -0.02042 5.97143 -8.55736 0.6166 1.0807 -1.0679 -0.62
C -0.57829 7.38315 -8.76343 0.3729 -0.0888 0.5286 -0.49
N 0.19067 8.38526 -9.50340 0.1223 -0.1700 -0.4893 -0.46
C -0.63444 9.56171 -9.58089 -0.4648 0.6612 -1.6181 -0.63
C 0.24388 10.80523 -9.88817 -0.8701 -1.1013 0.9643 -0.67
O 0.92793 10.94698 -8.65938 0.8833 0.7734 0.1264 -0.30
C 1.73055 12.11121 -8.65094 -0.3003 0.1551 -0.3161 -0.76
H 1.30875 5.56930 -5.57381 0.1724 0.1430 -0.2166 0.24
H -0.05688 4.71856 -6.23193 -0.1620 -0.1872 -0.1472 0.31
H -0.19913 6.41994 -5.83717 -0.1143 0.3134 -0.2115 0.28
H -0.87098 5.29995 -8.44004 0.0776 -0.2830 0.5705 0.39
H 0.55684 5.62627 -9.41511 -0.3848 0.1452 -0.4834 0.32
H -0.76169 7.82078 -7.78213 -0.3129 -0.2811 0.5346 0.33
H -1.56356 7.26994 -9.21567 0.0050 0.2354 -0.3888 0.33
H 1.01375 8.76928 -9.06164 0.3982 -1.1070 0.7363 0.33
H -1.19471 9.72481 -8.66024 0.0379 0.3846 0.3324 0.32
H -1.38299 9.33019 -10.33863 -0.1889 0.5514 -0.3122 0.41
H -0.29507 11.73288 -10.08075 -0.4580 -0.0761 -0.1437 0.51
H 0.93444 10.63643 -10.71445 0.1303 -0.2021 -0.1390 0.35
H 2.55123 12.05771 -9.36629 0.5034 -0.4109 0.2147 0.31
H 2.05299 12.32962 -7.63291 0.1281 -0.1980 -0.1735 0.24
H 1.16889 12.96172 -9.03728 -0.4330 0.2752 0.2718 0.30
C 3.54948 6.10104 5.37993 -0.6241 0.5683 1.2151 -0.74
O 2.26650 5.97731 4.80830 0.0774 -0.3011 -0.7539 -0.34
C 2.11392 4.73324 4.11816 0.1172 1.3962 -1.3123 -0.34
C 2.90747 4.82044 2.76146 -0.3750 -0.6067 0.6854 -0.85
N 2.43326 5.89357 1.87197 -0.9624 -0.6323 1.2422 -0.11
C 2.98771 5.81204 0.54689 0.4262 0.1787 -0.1631 -0.73
C 2.50915 6.95388 -0.33002 -0.2248 -0.2530 1.0197 -0.64
O 1.11170 6.83542 -0.38469 -0.0502 0.0982 -0.9404 -0.19
C 0.53851 7.87524 -1.15281 -1.0365 -0.1118 0.5239 -0.82
H 3.51930 5.54245 6.31544 0.5103 -0.3155 0.1308 0.30
H 3.64699 7.14656 5.67231 0.1068 0.0705 -0.1252 0.25
H 4.42427 5.82591 4.79073 -0.2538 -0.1945 -0.3208 0.30
H 1.06791 4.62873 3.82997 -0.1287 0.2715 0.1832 0.19
H 2.31145 3.91258 4.80779 0.6417 -0.2863 -0.3241 0.36
H 2.78772 3.84248 2.29524 0.0402 0.0347 -0.3335 0.47
H 3.97195 4.97829 2.93487 0.3015 -0.3311 0.2178 0.32
H 2.72770 6.75166 2.31593 -0.2286 0.3340 -0.0550 0.20
H 2.67483 4.87359 0.08916 0.1705 -0.1056 -0.0045 0.36
H 4.07263 5.85501 0.64290 0.4771 -0.2208 -0.5581 0.40
H 2.96975 6.96842 -1.31782 0.0166 -0.2873 -0.1983 0.42
H 2.75304 7.90411 0.14504 0.2016 0.3464 0.1489 0.35
H -0.51742 7.61775 -1.23536 -0.0139 0.1278 -0.2044 0.27
H 0.94788 8.00788 -2.15427 0.3022 -0.2394 -0.0359 0.28
H 0.59118 8.81624 -0.60523 0.1823 0.2342 -0.0124 0.33
C -3.46480 -1.77108 -4.94391 1.3561 -0.3567 0.6354 -0.86
O -4.75364 -1.31461 -4.88725 -1.7300 0.9341 -1.6856 -0.21
C -5.21476 -0.73647 -6.14738 -1.1382 -0.0686 1.4281 -0.56
C -6.72732 -0.46608 -5.97223 0.3429 0.5311 0.6539 -0.72
N -6.92091 0.69605 -5.04507 0.3382 -0.9177 -0.5964 -0.20
C -8.24214 0.86258 -4.45119 -1.0910 -1.7195 0.9220 -0.70
C -8.73386 -0.31541 -3.46489 1.3135 1.8046 -0.1064 -0.53
O -9.64388 0.30043 -2.53150 -0.3702 -1.1867 -0.9944 -0.31
C -10.87513 -0.42424 -2.44013 0.2539 0.4174 0.2610 -0.73
H -3.30807 -2.63175 -5.59412 -0.2027 -0.2363 -0.1599 0.30
H -3.22546 -2.04817 -3.91724 0.2970 -0.2044 -0.0761 0.28
H -2.74996 -1.00932 -5.25511 0.1263 0.3026 -0.0985 0.34
H -5.05112 -1.37362 -7.01650 0.1959 -0.4201 0.1556 0.41
H -4.70465 0.21033 -6.32467 0.2043 0.1342 0.0185 0.32
H -7.22823 -1.35920 -5.59867 0.1476 -0.0096 0.1640 0.32
H -7.18673 -0.22145 -6.92994 0.0363 -0.1766 -0.3528 0.43
H -6.80458 1.46077 -5.69450 0.1600 0.6207 0.3979 0.24
H -9.05820 0.88646 -5.17339 -0.0480 0.4483 -0.4857 0.23
H -8.24253 1.78521 -3.87077 -0.0440 -0.1354 0.0324 0.45
H -7.85361 -0.71195 -2.95893 0.1476 0.1958 0.4993 0.28
H -9.12271 -1.19667 -3.97505 -0.6170 0.2864 -0.2814 0.40
H -11.53587 0.08202 -1.73641 0.3498 0.0386 0.2429 0.25
H -10.69031 -1.44566 -2.10752 -0.0808 -0.1316 0.0941 0.31
H -11.44696 -0.44853 -3.36777 0.2645 -0.0298 -0.4411 0.31
C 4.39534 -5.67097 9.49970 0.5043 -0.6232 -0.9063 -0.72
O 4.31619 -4.72716 8.45469 -0.9483 -0.0184 -1.0158 -0.28
C 3.96117 -5.35565 7.17841 0.2202 1.3756 0.1659 -0.61
C 3.58925 -4.28846 6.08992 2.0533 -0.2640 1.7858 -0.63
N 4.71391 -3.30514 5.91952 -0.8538 -1.4736 -0.7328 -0.34
C 4.38555 -2.38075 4.87844 1.2393 1.1607 -1.3382 -0.55
C 5.52896 -1.35619 4.66479 -1.0665 0.1855 -0.2072 -0.70
O 5.49865 -0.48645 5.74671 1.5946 1.7126 1.8177 -0.30
C 6.72938 0.27364 5.89392 -0.0284 -0.9973 0.1238 -0.83
H 5.18322 -6.38044 9.24671 0.3205 -0.2908 0.0903 0.30
H 3.48748 -6.27271 9.54224 -0.3128 0.1666 0.4467 0.29
H 4.68339 -5.22356 10.45099 -0.4050 0.3135 -0.1915 0.24
H 3.10187 -6.02267 7.24756 -0.1848 -0.0928 0.5152 0.41
H 4.81596 -5.95701 6.86887 0.1518 0.0383 -0.2150 0.35
H 2.62474 -3.84537 6.33792 -0.0889 0.3149 0.0945 0.36
H 3.46026 -4.86838 5.17607 0.1368 0.2325 -0.2207 0.33
H 4.92836 -2.72240 6.71608 -0.3572 -0.4859 0.6177 0.26
H 3.42680 -1.90662 5.08841 -0.0462 0.6584 -0.1523 0.36
H 4.30559 -2.76728 3.86241 -0.2548 -1.0310 0.1467 0.33
H 5.36208 -0.76486 3.76448 -0.3471 -0.0355 -0.4193 0.43
H 6.52689 -1.77138 4.52396 -0.0061 -0.7136 0.2843 0.37
H 6.83019 0.83886 6.82045 -1.1900 0.3696 -0.0993 0.30
H 6.94838 0.89085 5.02262 -0.2282 0.1492 -0.0379 0.31
H 7.58326 -0.38403 6.05663 0.0846 -0.6411 -0.5714 0.33
C 6.68249 -5.02649 0.42889 0.5126 -0.3279 0.7213 -0.74
O 6.16719 -4.83749 -0.85499 -0.2390 0.4515 -0.4184 -0.31
C 4.75933 -5.06699 -0.91257 -0.0280 -0.2101 0.4277 -0.43
C 4.02922 -4.56754 -2.13974 0.4381 0.3673 -0.0435 -1.00
N 3.88716 -3.11431 -2.20886 0.2107 -0.5445 -1.3035 -0.28
C 5.12340 -2.34946 -2.35876 0.3337 1.1359 0.3999 0.01
C 4.86383 -0.82413 -2.28638 -1.8201 -0.8151 1.2971 -0.73
O 5.86276 0.03292 -2.67865 0.7452 0.9370 -0.2949 -0.37
C 5.84134 0.38074 -4.03818 1.2524 -0.7472 -0.6993 -0.71
H 7.76144 -4.87849 0.47422 0.1037 -0.1617 -0.7163 0.28
H 6.47810 -6.03143 0.79822 -0.0705 -0.2717 0.0236 0.33
H 6.35218 -4.33977 1.20824 -0.7816 0.3716 -0.1763 0.25
H 4.27768 -4.56164 -0.07548 0.0081 -0.0398 0.4337 0.25
H 4.57426 -6.13819 -0.83271 -0.0105 -0.3085 0.2153 0.53
H 3.03171 -5.00500 -2.09846 -0.1489 0.0568 0.1952 0.44
H 4.45403 -5.01773 -3.03694 0.3036 0.4223 -0.2495 0.33
H 3.27046 -2.82592 -1.46280 0.2743 0.4866 0.0845 0.27
H 5.66704 -2.46484 -3.29643 -0.4062 -0.8709 -0.3391 0.13
H 5.83186 -2.59699 -1.56825 0.2434 0.0393 -0.0140 0.15
H 4.69721 -0.61860 -1.22898 -0.2354 0.2383 0.1131 0.33
H 3.94611 -0.55815 -2.81092 -0.3172 -0.2624 -0.0911 0.43
H 5.09190 1.02373 -4.49970 -0.7263 0.3363 1.0371 0.29
H 5.78221 -0.53630 -4.62439 0.2867 -0.1439 -0.3207 0.31
H 6.80004 0.87211 -4.20418 0.0253 -0.1215 -0.2600 0.26
C -0.56082 0.22325 8.95277 0.3567 0.7635 -0.0638 -0.77
O -1.96551 0.17880 8.83124 0.5926 -0.4285 -0.0848 -0.32
C -2.45842 1.07338 7.83387 -0.7523 -0.0051 1.4073 -0.58
C -3.99872 1.08791 8.05461 0.7823 1.1147 -0.3860 -0.89
N -4.70947 0.34513 7.04988 0.9693 -0.2395 -0.6708 -0.26
C -4.30045 -1.06677 7.10582 -1.7021 -0.1662 0.0957 -0.53
C -5.24937 -1.95136 6.30280 0.6584 -0.5556 -1.6862 -0.74
O -4.94221 -1.78395 4.89197 -0.0090 0.3415 -0.4451 -0.18
C -5.77239 -2.50781 3.98854 -0.5555 -0.2073 0.4319 -0.86
H -0.23034 1.25620 8.84377 0.1188 0.2885 -0.1133 0.32
H -0.01790 -0.34609 8.19833 -0.1813 -0.2939 -0.1523 0.29
H -0.20194 -0.05746 9.94297 -0.5028 -0.4258 0.0434 0.25
H -2.12222 0.82007 6.82844 -0.2585 -0.2834 -0.1558 0.39
H -2.05319 2.05911 8.06239 0.0232 0.2538 -0.0581 0.51
H -4.31970 2.12934 8.07685 -0.1572 0.0770 -0.4509 0.44
H -4.19618 0.75938 9.07499 0.1978 -0.4877 0.2277 0.38
H -5.70385 0.51157 7.11007 -0.0518 -0.4517 0.0770 0.24
H -4.30898 -1.37768 8.15051 -0.1477 -0.3871 0.2844 0.37
H -3.27750 -1.26473 6.78571 -0.0385 0.4687 -0.3511 0.27
H -6.31940 -1.78787 6.43086 -0.0934 0.4208 0.3858 0.40
H -5.07293 -3.01209 6.48120 0.0863 -0.1320 0.5504 0.38
H -5.75721 -3.58795 4.13407 0.2764 -0.2232 0.4299 0.31
H -5.52867 -2.38186 2.93363 0.6028 0.5625 0.2494 0.28
H -6.81728 -2.21306 4.08557 -0.2087 0.1983 0.1534 0.34
C -1.48808 -7.55661 2.84593 -0.2092 -0.5633 -0.3951 -0.71
O -1.85665 -8.01159 1.54947 0.4329 -0.1375 -0.2405 -0.34
C -1.07692 -7.42531 0.49808 0.1511 -0.2338 0.2230 -0.79
C -1.04728 -8.31029 -0.72858 -0.5133 -0.3451 0.4362 -0.49
N -0.10312 -9.45534 -0.63951 0.1884 1.9006 -0.2422 -0.34
C -0.24532 -10.26266 -1.84706 -0.6343 -0.6846 1.5260 -0.82
C 0.38840 -9.72530 -3.09822 1.3407 -0.2284 -0.1697 -0.54
O 1.81769 -9.52518 -3.04525 -0.1232 0.1876 0.0818 -0.31
C 2.56635 -10.72014 -2.78584 -1.3162 0.5663 0.1645 -0.74
H -2.27013 -7.88244 3.53174 -0.0830 0.1720 -0.0643 0.24
H -1.37823 -6.47265 2.87879 0.0458 0.0684 0.0631 0.31
H -0.57374 -8.06377 3.15396 0.3187 0.2360 0.0850 0.28
H -0.02589 -7.30926 0.76257 0.0967 0.2490 0.5430 0.36
H -1.51809 -6.45120 0.28695 0.1402 0.1427 -0.2392 0.39
H -0.89185 -7.67075 -1.59744 0.4422 -0.1858 -0.0389 0.38
H -2.05192 -8.72108 -0.82897 -0.4755 -0.0058 -0.2477 0.35
H -0.39735 -9.94357 0.19425 0.1234 -0.4780 -0.1047 0.24
H -1.32709 -10.33428 -1.95998 -0.3227 -0.3686 -0.9774 0.46
H 0.08244 -11.27372 -1.60530 0.2288 -0.0526 -0.1753 0.55
H -0.09022 -8.78266 -3.36368 0.4075 0.0771 -0.1444 0.30
H 0.26706 -10.44151 -3.91088 -0.6700 -0.1262 -0.1336 0.39
H 2.26766 -11.06283 -1.79516 0.6245 -0.1649 0.2461 0.31
H 3.63125 -10.50850 -2.88220 -0.2162 0.1181 0.1712 0.22
H 2.28319 -11.51518 -3.47564 0.0363 -0.1116 -0.3644 0.31
```
Positions in Å, forces in eV/Å.

The spin multiplicity is 1. The HOMO energy comes out at -0.99 eV. The energy above the lowest of the compared OMol25 structures with the same formula, charge and spin comes out at 26.8 kcal/mol. The calculated total energy is -4653.23605 hartree. Its charge is -1. As for the molecular weight: 1183.08 u. For the frontier orbital gap, the calculation gives 2.331 eV. The value obtained for the max |F| is 0.080 hartree/bohr.